No. 1
Molecular formula: C3H8O3S2
Method: DFT, ωB97M-V with the def2-TZVPD basis set

Element x y z (Å)
O  -1.104  -1.196  -1.768
C  -0.069  -0.895  -1.250
O  1.024  -0.558  -1.975
C  0.205  -0.764  0.217
C  -0.855  -1.341  1.112
S  -0.916  -0.641  2.781
S  -1.059  1.348  2.447
H  0.757  -0.600  -2.908
H  1.178  -1.196  0.403
H  0.365  0.307  0.374
H  -0.689  -2.406  1.260
H  -1.842  -1.231  0.662
H  0.175  1.707  2.818
O  0.622  2.501  -1.148
H  1.083  1.728  -1.503
H  1.124  3.236  -1.523

Atoms 1-2, force components in eV/Å:
O -0.3 -0.2 -0.1
C -0.1 0.1 0.2

Results
- F_max (eV Å⁻¹) = 0.65
- SMILES string = O=C(O)CCSS.O
- gap between HOMO and LUMO (eV) = 9.425
- HOMO (eV) = -8.988
- ΔE to the lowest compared entry with this formula, charge and spin (kJ/mol) = 0.0

No. 2
Molecular formula: C9H8AsF7N11O5Ti
Method: DFT, ωB97M-V with the def2-TZVPD basis set

Element x y z (Å)
Ti  0.246  -0.755  -0.097
N  -0.781  -2.860  2.365
C  -0.486  -1.567  2.717
N  -0.602  -1.033  3.926
N  -0.313  0.246  3.761
N  -0.038  0.505  2.540
N  -0.125  -0.628  1.817
C  -1.188  -3.118  1.080
N  -1.926  -4.133  0.667
N  -2.097  -3.920  -0.636
N  -1.516  -2.851  -1.012
N  -0.918  -2.287  0.045
H  -1.131  -3.463  3.093
F  -2.034  4.802  -1.530
C  -1.148  3.893  -1.082
C  -0.409  3.198  -1.971
N  0.501  2.272  -1.560
C  1.194  1.430  -2.516
C  0.387  0.069  -2.694
O  -0.442  0.022  -3.572
O  0.718  -0.839  -1.874
C  0.564  1.927  -0.233
O  1.281  0.998  0.142
N  -0.134  2.676  0.657
C  -1.073  3.668  0.362
O  -1.713  4.221  1.219
H  -0.515  3.336  -3.038
H  2.195  1.202  -2.145
H  1.246  1.951  -3.473
H  -0.119  2.260  1.611
C  -2.512  0.166  -0.248
O  -1.133  0.256  -0.400
H  -2.952  1.172  -0.294
H  -2.762  -0.293  0.723
H  -2.933  -0.455  -1.053
F  1.611  -2.393  0.022
As  3.250  -1.705  0.384
F  3.487  -3.019  1.532
F  3.075  -0.455  -0.823
F  4.819  -1.014  0.825
F  3.957  -2.708  -0.877
F  2.467  -0.775  1.641

Atoms 1-2, force components in eV/Å:
Ti 0.9 0.2 -0.7
N 0.1 -0.1 0.1

Results
- F_max (eV Å⁻¹) = 3.76
- total charge = -1
- gap between HOMO and LUMO (eV) = 8.059
- HOMO (eV) = -6.461
- ΔE to the lowest compared entry with this formula, charge and spin (kJ/mol) = 147.3

No. 3
Molecular formula: C18H39FN8O6P
Method: DFT, ωB97M-V with the def2-TZVPD basis set

Element x y z (Å)
C  -0.507  0.101  4.499
C  0.138  0.425  3.385
C  -0.167  -0.267  2.074
C  0.269  0.514  0.794
O  0.570  1.844  1.112
C  -0.438  2.846  0.950
C  -1.694  2.734  1.801
N  -1.504  3.341  3.109
C  -2.482  2.993  4.127
C  -3.814  3.716  4.005
C  -4.721  3.309  5.178
O  -4.481  3.432  2.774
N  1.567  -0.040  0.301
C  1.493  -1.261  -0.322
N  2.566  -1.770  -0.862
C  2.505  -3.052  -1.577
C  2.196  -2.878  -3.072
F  3.255  -3.385  -3.814
C  3.856  -1.061  -0.824
C  3.929  0.084  -1.844
C  5.247  0.028  -2.608
N  5.315  0.895  -3.680
O  6.136  -0.732  -2.317
N  0.300  -1.972  -0.426
C  -0.912  -1.173  -0.646
C  -0.696  0.333  -0.381
P  -0.151  1.141  -1.977
N  -1.253  1.996  -2.651
O  0.374  -0.052  -2.901
O  1.197  1.967  -1.750
H  -1.031  -0.850  4.554
H  -0.573  0.764  5.352
H  0.927  1.167  3.432
H  -1.246  -0.428  2.038
H  0.293  -1.260  2.091
H  -0.715  2.981  -0.101
H  0.049  3.778  1.245
H  -2.459  3.318  1.279
H  -2.086  1.705  1.868
H  -0.564  3.171  3.440
H  -2.675  1.906  4.175
H  -2.054  3.293  5.089
H  -3.669  4.797  4.050
H  -4.510  2.276  5.475
H  -5.757  3.321  4.842
H  -4.589  3.950  6.049
H  -4.295  2.521  2.521
H  2.250  -0.065  1.055
H  3.471  -3.552  -1.506
H  1.772  -3.715  -1.131
H  1.306  -3.456  -3.313
H  2.038  -1.832  -3.329
H  4.632  -1.784  -1.068
H  4.074  -0.723  0.190
H  3.113  0.013  -2.562
H  3.866  1.050  -1.341
H  5.040  1.846  -3.469
H  6.250  0.891  -4.074
H  0.207  -2.572  0.385
H  -1.305  -1.352  -1.645
H  -1.673  -1.531  0.051
H  -1.683  0.759  -0.209
H  -2.132  2.035  -2.153
H  -0.119  -0.021  -3.736
H  0.959  2.881  -1.539
C  -1.634  -4.579  -3.526
O  -0.996  -3.772  -2.854
N  -1.174  -5.058  -4.715
N  -2.847  -5.052  -3.129
H  -1.679  -5.718  -5.276
H  -0.284  -4.729  -5.039
H  -3.212  -4.719  -2.258
H  -3.384  -5.711  -3.661

Atoms 1-2, force components in eV/Å:
C -0.1 -0.1 -0.2
C 0.1 -0.1 0.3

Results
- F_max (eV Å⁻¹) = 1.45
- total charge = +1
- gap between HOMO and LUMO (eV) = 8.537
- HOMO (eV) = -11.295
- ΔE to the lowest compared entry with this formula, charge and spin (kJ/mol) = 0.0

No. 4
Molecular formula: C7H11N4
Method: DFT, ωB97M-V with the def2-TZVPD basis set

Element x y z (Å)
C  -3.129  -1.002  -0.441
C  -2.114  -1.417  -1.289
C  -2.869  -0.079  0.575
C  -0.825  -1.080  -1.096
C  -1.533  0.312  0.745
C  -0.472  -0.244  -0.068
C  -0.892  1.559  2.787
N  -1.240  0.960  1.851
N  0.876  0.049  0.181
N  -0.639  2.451  3.676
N  2.907  -0.520  -1.698
H  -4.064  -1.547  -0.666
H  -2.201  -2.110  -2.113
H  -3.517  0.314  1.406
H  0.094  -1.456  -1.666
H  1.084  0.939  0.666
H  1.634  -0.268  -0.588
H  -1.206  2.306  4.497
H  -0.518  3.432  3.491
H  3.131  0.443  -1.445
H  2.734  -0.555  -2.678
H  3.684  -1.105  -1.411

Atoms 1-2, force components in eV/Å:
C -1.5 -0.1 0.1
C 0.6 -0.8 -0.6

Results
- F_max (eV Å⁻¹) = 3.90
- total charge = +1
- gap between HOMO and LUMO (spin up / spin down) (eV) = 7.534 / 7.534
- HOMO (spin up / spin down) (eV) = -11.451 / -11.451
- ΔE to the lowest compared entry with this formula, charge and spin (kJ/mol) = 220.1

No. 5
Molecular formula: C24H29N3O
Method: DFT, ωB97M-V with the def2-TZVPD basis set

Element x y z (Å)
O  2.796  2.759  0.095
C  1.716  2.325  0.881
C  0.997  1.064  0.352
C  2.019  -0.089  0.195
C  2.759  -0.174  -1.151
C  3.853  -1.199  -1.050
C  3.565  -2.550  -1.199
C  4.558  -3.504  -1.067
C  5.857  -3.119  -0.781
C  6.155  -1.776  -0.631
C  5.159  -0.824  -0.763
C  0.289  1.358  -0.977
C  -0.951  2.234  -0.816
N  -1.869  1.614  0.115
C  -3.195  2.201  0.124
C  -4.175  1.287  0.787
C  -5.193  1.594  1.651
C  -5.796  0.384  2.053
C  -5.110  -0.624  1.442
N  -4.131  -0.078  0.658
C  -3.211  -0.834  -0.076
C  -2.569  -1.920  0.512
C  -1.655  -2.643  -0.235
C  -1.418  -2.254  -1.543
N  -2.043  -1.238  -2.119
C  -2.917  -0.553  -1.412
C  -1.272  1.543  1.432
C  -0.058  0.621  1.380
H  3.492  2.094  0.145
H  2.050  2.135  1.913
H  1.027  3.170  0.903
H  2.756  -0.016  1.001
H  1.498  -1.039  0.335
H  3.181  0.791  -1.429
H  2.055  -0.469  -1.930
H  2.553  -2.854  -1.427
H  4.319  -4.550  -1.190
H  6.634  -3.862  -0.679
H  7.167  -1.467  -0.411
H  5.403  0.223  -0.650
H  0.980  1.855  -1.658
H  -0.031  0.415  -1.423
H  -1.444  2.317  -1.788
H  -0.670  3.252  -0.493
H  -3.490  2.383  -0.915
H  -3.223  3.175  0.646
H  -5.476  2.580  1.962
H  -6.631  0.277  2.717
H  -5.262  -1.685  1.472
H  -2.773  -2.176  1.542
H  -1.133  -3.485  0.195
H  -0.705  -2.777  -2.167
H  -3.415  0.253  -1.930
H  -2.008  1.130  2.127
H  -0.988  2.544  1.803
H  0.392  0.550  2.372
H  -0.417  -0.371  1.098

Atoms 1-2, force components in eV/Å:
O 0.4 0.0 -0.3
C -0.5 -0.3 0.3

Results
- F_max (eV Å⁻¹) = 1.10
- SMILES string = OCC1(CCc2ccccc2)CCN(Cc2cccn2-c2cccnc2)CC1
- gap between HOMO and LUMO (eV) = 8.976
- HOMO (eV) = -8.268
- ΔE to the lowest compared entry with this formula, charge and spin (kJ/mol) = 217.6

No. 6
Molecular formula: C5H13NO
Method: DFT, ωB97M-V with the def2-TZVPD basis set

Element x y z (Å)
C  -0.656  0.180  -0.812
C  -0.228  0.312  1.673
C  -1.868  -0.255  -1.616
C  0.645  -0.474  -1.155
C  1.796  -0.012  1.462
N  -0.955  -0.225  0.663
O  -0.592  1.581  -0.848
H  0.304  1.855  -0.619
H  -1.048  -1.233  0.730
H  -0.231  1.395  1.679
H  -0.331  -0.191  2.628
H  -2.006  -1.334  -1.546
H  -2.758  0.246  -1.237
H  -1.718  0.016  -2.660
H  0.522  -1.493  -1.516
H  1.250  0.116  -1.836
H  1.340  -0.381  -0.009
H  2.000  0.675  2.286
H  2.665  0.234  0.847
H  1.870  -1.013  1.888

Atoms 1-2, force components in eV/Å:
C -0.6 -0.3 1.5
C 2.5 0.1 -1.2

Results
- F_max (eV Å⁻¹) = 4.26
- gap between HOMO and LUMO (eV) = 8.919
- HOMO (eV) = -8.017
- ΔE to the lowest compared entry with this formula, charge and spin (kJ/mol) = 383.0

No. 7
Molecular formula: C18H21FKNO6PTe
Method: DFT, ωB97M-V with the def2-TZVPD basis set

Element x y z (Å)
K  0.249  0.803  -0.902
C  4.283  -5.310  -3.431
C  2.848  -5.494  -3.911
C  2.421  -6.935  -3.659
C  0.971  -7.151  -4.045
C  0.104  -6.192  -3.282
C  -1.185  -6.518  -2.927
C  -1.978  -5.596  -2.254
F  -3.239  -5.972  -1.929
C  -1.525  -4.351  -1.934
C  -0.209  -3.999  -2.274
C  0.241  -2.630  -1.945
O  -0.534  -1.831  -1.411
C  1.595  -2.339  -2.349
C  2.316  -3.285  -2.987
N  1.916  -4.564  -3.250
C  0.618  -4.924  -2.930
C  2.225  -0.967  -2.106
O  2.489  -0.288  -3.111
O  2.332  -0.642  -0.902
H  4.891  -6.119  -3.837
H  4.332  -5.357  -2.342
H  4.737  -4.377  -3.754
H  2.806  -5.306  -4.992
H  2.572  -7.172  -2.601
H  3.080  -7.589  -4.234
H  0.657  -8.178  -3.852
H  0.852  -6.981  -5.121
H  -1.598  -7.488  -3.173
H  -2.136  -3.616  -1.430
H  3.303  -3.024  -3.336
C  3.253  3.223  -1.876
C  2.066  4.158  -1.857
O  0.906  3.365  -1.578
P  -0.437  3.986  -0.910
O  -1.370  2.825  -0.852
Te  0.123  5.127  1.123
O  -0.920  5.085  -2.004
C  -1.446  4.590  -3.243
C  -2.950  4.447  -3.168
H  4.164  3.755  -2.153
H  3.095  2.398  -2.571
H  3.400  2.800  -0.882
H  1.911  4.650  -2.822
H  2.156  4.922  -1.078
H  -0.971  3.634  -3.485
H  -1.152  5.319  -4.001
H  -3.217  3.717  -2.405
H  -3.350  4.116  -4.130
H  -3.408  5.405  -2.917

Atoms 1-2, force components in eV/Å:
K -0.1 -0.1 0.1
C 0.1 0.0 0.0

Results
- F_max (eV Å⁻¹) = 0.95
- total charge = -1
- gap between HOMO and LUMO (eV) = 6.054
- HOMO (eV) = -3.989
- ΔE to the lowest compared entry with this formula, charge and spin (kJ/mol) = 0.0

No. 8
Molecular formula: C5H5ClF2
Method: DFT, ωB97M-V with the def2-TZVPD basis set

Element x y z (Å)
C  -0.235  -0.035  1.420
C  -0.489  0.223  -0.025
C  -1.548  0.799  -0.544
Cl  -2.938  1.268  0.377
C  0.599  -0.160  -0.954
F  0.360  0.090  -2.274
C  1.738  -0.733  -0.641
F  2.662  -1.001  -1.560
H  -1.014  0.271  2.056
H  0.657  0.451  1.778
H  -0.059  -1.070  1.576
H  -1.741  0.912  -1.611
H  2.007  -1.016  0.400

Atoms 1-2, force components in eV/Å:
C 0.6 0.2 -0.5
C 1.4 -0.2 -0.2

Results
- F_max (eV Å⁻¹) = 1.69
- SMILES string = CC(=C\Cl)/C(F)=C/F
- gap between HOMO and LUMO (eV) = 9.858
- HOMO (eV) = -9.082
- ΔE to the lowest compared entry with this formula, charge and spin (kJ/mol) = 88.9

For the records above, the corresponding energy values read -1141.2255 -5110.9520 -2039.8192 -492.0684 -1171.4363 -328.1730 -2514.1696 -853.3973 Eh.